Computed, not measured: C53H52CdClGe2N5OSSe as an isolated structure, with wB97M-V/def2-TZVPD.

Output
Electronic energy ... -9981.2878 Eh
HOMO level ... -7.1 eV
Lowest unoccupied orbital energy ... -0.011 Ha
Energy above the lowest of the compared OMol25 structures with the same formula, charge and spin ... 9.4 kJ/mol
HOMO-LUMO gap ... 6.79 eV

Structure (XYZ):
```
117
Properties=species:S:1:pos:R:3:forces:R:3
Cd 0.5822 2.1411 -1.1400 0.1 0.2 -0.1
Cl -3.4132 7.6999 -3.6333 0.0 0.0 0.0
C -2.1466 6.5687 -3.2246 0.0 0.0 -0.1
C -1.1510 6.2686 -4.1746 -0.1 0.0 0.0
C -0.1469 5.3971 -3.8688 0.0 0.0 0.0
C -0.0554 4.7399 -2.6020 0.1 -0.1 0.1
O 0.9292 3.9514 -2.3787 -0.2 0.2 0.0
C -1.0896 5.0597 -1.6547 0.0 0.0 0.0
C -1.0664 4.6354 -0.2863 0.0 0.0 0.1
N -0.3368 3.6951 0.2090 -0.3 0.1 0.1
C -0.1846 3.5616 1.5943 0.1 -0.1 -0.2
C -1.1274 3.8008 2.5552 -0.1 0.0 0.1
C -0.7704 3.8045 3.9233 0.0 0.0 0.0
C 0.5246 3.6137 4.3094 0.0 0.0 0.0
C 1.5078 3.2932 3.3406 0.0 0.0 0.0
C 2.8622 3.0486 3.6587 0.0 0.0 0.1
C 3.7285 2.6745 2.6753 0.0 0.0 0.0
C 3.2338 2.4925 1.3672 -0.1 -0.1 0.0
N 1.9910 2.7217 1.0221 0.0 0.0 0.1
C 1.1337 3.1782 1.9879 0.1 -0.1 -0.1
C -2.1053 5.9860 -1.9972 0.0 -0.1 0.1
H -1.1925 6.7428 -5.1472 0.0 0.0 0.0
H 0.6211 5.1573 -4.5934 0.0 0.0 0.0
H -1.6839 5.2269 0.3959 0.0 0.1 0.0
H -2.1526 3.9940 2.2711 0.0 0.1 0.0
H -1.5386 3.9845 4.6652 0.0 0.0 0.0
H 0.8107 3.6666 5.3534 0.0 0.0 0.0
H 3.1933 3.1585 4.6855 0.0 0.0 0.0
H 4.7732 2.4889 2.8831 0.0 0.0 0.0
H 3.8940 2.1219 0.5920 0.0 0.0 0.0
H -2.8701 6.2204 -1.2643 0.1 0.0 0.0
S 2.2020 -0.7891 -4.5702 -0.1 0.0 0.0
C 3.6834 -0.1113 -3.9737 0.0 0.0 0.0
C 4.9962 -0.3739 -4.3552 0.0 0.0 0.0
C 6.0063 0.3389 -3.7371 0.0 0.0 0.0
C 5.7175 1.3056 -2.7664 0.0 0.0 0.0
C 4.4160 1.5573 -2.3832 -0.1 0.0 0.0
C 3.3908 0.8271 -2.9822 -0.2 0.0 0.0
N 2.0390 0.9557 -2.7008 0.3 0.1 0.1
C 1.2993 0.2080 -3.4569 0.0 0.0 0.0
C -0.1795 0.2381 -3.4149 0.1 0.0 0.0
C -0.9182 -0.4046 -4.4067 0.1 0.0 0.0
C -2.2963 -0.2600 -4.4442 0.0 0.0 0.0
C -2.9189 0.5440 -3.4990 0.0 0.0 0.0
C -2.1709 1.1557 -2.4945 0.0 0.0 0.0
C -0.7894 0.9972 -2.4035 0.1 -0.1 0.0
H 5.2195 -1.1062 -5.1203 0.0 0.0 0.0
H 7.0352 0.1558 -4.0180 0.0 0.0 0.0
H 6.5290 1.8631 -2.3160 0.0 0.0 0.0
H 4.1650 2.3168 -1.6519 0.0 0.0 0.0
H -0.4164 -1.0023 -5.1615 0.0 0.0 0.0
H -2.8750 -0.7480 -5.2184 0.0 0.0 0.0
H -3.9919 0.6977 -3.5436 0.0 0.0 0.0
H -2.6883 1.7727 -1.7637 0.0 0.0 0.0
C -2.5134 -1.2073 3.8951 0.0 0.0 -0.1
C -1.9209 -1.0612 2.4893 -0.1 0.0 0.1
Ge 0.0180 -1.2902 2.4838 0.2 -0.1 -0.1
C 0.7947 -0.0436 3.7932 0.1 0.0 0.1
C 1.3029 -0.7365 5.0630 0.0 0.1 -0.1
C 0.7349 -3.0905 2.8265 -0.1 -0.1 0.1
C 1.6175 -3.3536 1.8434 0.2 -0.1 -0.1
Ge 1.4729 -1.8156 0.5940 -0.1 0.1 0.1
C 3.0908 -0.7285 0.3352 0.0 -0.1 -0.1
C 4.2200 -1.4472 -0.4109 0.0 0.1 0.0
C 0.7363 -2.3794 -1.1321 -0.1 -0.2 0.0
C -0.2350 -3.5554 -0.9793 0.1 0.1 0.0
C 2.4758 -4.5588 1.7097 -0.1 0.0 0.0
C 3.1429 -4.8042 0.5085 -0.1 0.0 0.0
C 3.9481 -5.9235 0.3442 0.0 0.0 0.0
C 4.1029 -6.8230 1.3882 0.0 0.0 0.0
C 3.4453 -6.5951 2.5916 0.0 0.0 0.0
C 2.6427 -5.4771 2.7497 0.0 0.0 0.0
H -3.5841 -0.9868 3.8916 0.0 0.0 0.0
H -2.0442 -0.5141 4.5990 0.0 0.0 0.0
H -2.3809 -2.2188 4.2874 0.0 0.0 0.0
H -2.1222 -0.0528 2.1088 0.0 -0.1 0.0
H -2.3748 -1.7771 1.8007 0.0 0.0 0.0
H 0.0426 0.7118 4.0373 0.0 0.0 0.0
H 1.6176 0.4769 3.2990 0.0 0.0 0.0
H 0.4930 -1.2381 5.5999 0.0 0.0 0.0
H 1.7602 -0.0187 5.7511 0.0 0.0 0.0
H 2.0532 -1.4941 4.8263 0.0 0.0 0.0
H 0.5441 -3.7740 3.6563 0.0 0.0 -0.1
H 3.4248 -0.4117 1.3257 0.0 0.1 0.0
H 2.7803 0.1705 -0.2123 0.1 -0.1 0.1
H 4.5783 -2.3089 0.1553 0.0 0.0 0.0
H 5.0714 -0.7844 -0.5811 0.0 0.0 0.0
H 3.8936 -1.8031 -1.3928 0.0 0.0 0.0
H 1.5608 -2.6386 -1.8044 0.0 0.0 0.0
H 0.2284 -1.5186 -1.5672 0.0 0.0 -0.1
H 0.2641 -4.4370 -0.5703 0.0 0.0 0.0
H -0.6741 -3.8371 -1.9403 0.0 0.0 0.0
H -1.0531 -3.3091 -0.2948 0.0 0.0 0.0
H 3.0156 -4.1060 -0.3121 0.0 0.0 0.0
H 4.4551 -6.0918 -0.5980 0.0 0.0 0.0
H 4.7327 -7.6956 1.2670 0.0 0.0 0.0
H 3.5611 -7.2933 3.4116 0.0 0.0 0.0
H 2.1449 -5.3055 3.6967 0.0 0.0 0.0
C -6.9267 0.4699 1.0813 0.0 0.0 0.0
N -5.7769 -0.1021 0.4136 0.0 0.0 0.1
C -4.5267 0.4398 0.3916 -0.1 -0.2 -0.1
Se -3.9440 2.0090 1.1218 -0.1 0.0 0.0
N -3.7553 -0.4317 -0.2981 0.1 -0.1 0.0
C -4.4889 -1.5250 -0.7318 0.2 0.1 0.0
C -4.1470 -2.6507 -1.4605 0.1 0.0 -0.1
C -5.1588 -3.5683 -1.7098 0.0 0.0 0.0
C -6.4591 -3.3632 -1.2433 0.0 0.0 0.0
C -6.7942 -2.2325 -0.5100 0.0 0.0 0.0
C -5.7824 -1.3196 -0.2661 -0.1 0.2 0.1
H -6.6678 1.4770 1.3930 0.0 0.0 0.0
H -7.1929 -0.1218 1.9571 0.0 0.0 0.0
H -7.7716 0.5043 0.3948 0.0 0.0 0.0
H -2.7928 -0.2271 -0.5172 0.0 0.0 0.0
H -3.1362 -2.8058 -1.8193 -0.1 0.0 0.0
H -4.9312 -4.4636 -2.2745 0.0 0.0 0.0
H -7.2216 -4.1000 -1.4579 0.0 0.0 0.0
H -7.7993 -2.0740 -0.1406 0.0 0.0 0.0
```
Forces are in eV/Å.